The following is a quantum chemistry calculation of a structure of composition C3H7NO2 at a distorted geometry, from OMol25.

The geometry in XYZ format:
```
13
Properties=species:S:1:pos:R:3:forces:R:3:nbo_charge:R:1
C -0.2725 1.2651 0.0063 -0.3 0.9 -0.5 0.865
H -2.2787 0.1402 -0.9918 0.0 0.0 0.0 0.209
H -2.6181 0.7445 0.6805 0.0 0.0 0.0 0.206
N 2.2392 -0.8019 -0.5223 0.0 0.1 0.1 -0.585
H 2.8041 -1.5296 -0.0860 0.0 0.1 0.0 0.327
H -2.2392 -0.9933 0.4029 0.0 0.0 0.0 0.221
H -0.0803 -0.2058 1.4832 0.0 0.1 0.0 0.302
O 1.9416 0.1686 0.4609 -0.3 -0.2 -0.2 -0.695
H 0.1858 -0.7785 -0.3195 0.1 0.1 0.0 0.313
C -2.0731 0.0269 0.0704 0.8 0.1 0.2 -0.689
H 2.8285 -0.3676 -1.2318 0.0 0.0 0.1 0.327
C -0.0623 -0.0065 0.4238 -0.2 -0.5 0.0 -0.428
O -0.3750 2.3380 -0.3767 0.0 -0.6 0.3 -0.372
```
Positions in Å, forces in eV/Å.

Its charge is 0. Its HOMO energy (alpha / beta) is -7.0332 / -7.0326 eV. For the gap between HOMO and LUMO (alpha / beta), the calculation gives 7.33 / 7.33 eV.



The following is a quantum chemistry calculation of a structure of composition C2H6P2S2 at a distorted geometry, from OMol25.

The geometry in XYZ format:
```
12
Properties=species:S:1:pos:R:3:forces:R:3:nbo_charge:R:1
S -2.0991 -0.1035 0.3027 -0.1 0.0 -0.2 -0.327
H 0.5955 -0.6875 -2.8068 -1.6 0.3 0.3 0.251
S 0.2525 -2.0687 0.1060 0.3 0.4 -0.1 -0.326
C -0.4376 -0.4377 -2.3708 1.2 0.6 -2.1 -1.108
H 2.4875 1.6699 0.9936 -3.0 -0.3 0.1 0.213
H 0.7900 0.9181 1.7895 1.0 1.3 -0.7 0.201
H 0.7427 2.5689 0.8223 0.5 -0.8 0.3 0.193
H -1.0663 0.2849 -2.9235 0.4 -0.6 0.1 0.252
P -0.8765 -1.2118 1.6814 1.0 0.4 0.8 0.356
C 1.3019 1.6478 1.0901 0.3 -1.3 -0.7 -0.644
H -1.4483 -2.4289 2.0943 -0.8 -0.2 -0.4 -0.014
P -0.2423 -0.1516 -0.7788 0.7 0.0 2.6 0.953
```
Positions in Å, forces in eV/Å.

Its charge is 0. Its HOMO energy (alpha / beta) is -7.2684 / -7.2701 eV. For the gap between HOMO and LUMO (alpha / beta), the calculation gives 5.78 / 5.78 eV.



The following is a quantum chemistry calculation of a cluster of 2 separate species, C4H9NO in total at a distorted geometry, from OMol25.

The geometry in XYZ format:
```
15
Properties=species:S:1:pos:R:3:forces:R:3:nbo_charge:R:1
H -1.5411 2.2223 2.9812 -0.3 -0.6 -0.2 0.215
C 1.7763 -0.9304 -1.3152 1.5 -1.0 -0.8 0.061
C 2.5557 -2.0103 -0.9772 -1.2 -0.3 0.9 -0.655
H 0.1522 -1.8298 -0.7890 -1.2 0.1 -0.1 0.398
H 2.1266 -2.5735 -0.1377 -0.2 -0.6 -0.6 0.166
H 3.2441 -2.5808 -1.6055 0.6 1.2 0.5 0.221
O -1.3824 0.8691 0.0012 -0.4 0.5 0.1 -0.540
C -2.0154 1.5251 2.2602 1.7 1.3 -0.9 -0.721
H -1.8740 0.4982 2.5734 -0.6 -0.2 0.4 0.244
H 2.3316 -0.0662 -1.6926 -1.0 0.0 -0.8 0.187
H -3.0310 1.8795 2.0831 0.0 -0.6 -0.1 0.241
H -0.1691 2.0604 1.0255 -0.1 0.3 0.1 0.109
H -0.1211 -0.1467 -1.4928 -0.3 -0.7 0.9 0.426
N 0.4170 -0.9549 -1.1964 1.9 1.2 0.1 -0.806
C -1.1425 1.5425 0.9700 -0.4 -0.6 0.7 0.453
```
Positions in Å, forces in eV/Å.

Its charge is 0. Its HOMO energy is -7.1448 eV. Its structure (SMILES) is C=CN.CC=O. For the gap between HOMO and LUMO, the calculation gives 8.03 eV.



The following is a quantum chemistry calculation of a structure of composition C46H39BrN2O2P2TaTe at a distorted geometry, from OMol25.

The geometry in XYZ format:
```
94
Properties=species:S:1:pos:R:3:forces:R:3:mulliken_charge:R:1
Br -0.3626 1.3133 3.7214 0.2 -0.9 0.2 0.062
C 0.9116 -0.7505 -2.7891 -0.3 -1.4 -0.4 0.946
C 2.9614 -3.3573 2.5510 -0.1 0.5 0.0 -0.078
C 3.3591 -1.2154 1.1437 1.3 -0.6 0.5 2.957
H 1.8862 0.3332 0.8131 -0.4 0.6 -0.1 -0.252
H 4.0804 0.6733 0.3498 0.3 0.0 -0.2 0.437
H -2.7282 3.9593 -6.6577 0.3 0.1 0.6 0.333
C -1.1081 -2.7165 3.1412 -0.3 1.0 1.2 0.685
C 0.3899 3.7488 1.0904 1.3 0.6 -0.1 -0.972
C -0.6504 -3.6594 2.0427 0.6 0.3 -0.6 0.051
H 2.6431 -5.0909 3.7776 0.1 0.4 0.1 0.444
H -2.4022 -4.0502 4.1481 0.2 0.2 0.3 0.510
H -2.3710 -4.1237 -4.6595 -0.1 0.7 0.2 0.426
C 3.0314 -4.0680 3.7491 0.1 -0.3 -0.5 -0.743
C -2.6242 2.7679 -4.8599 0.1 -0.9 0.2 -0.404
Ta 0.0504 -0.9202 1.1069 3.6 -0.4 -2.9 0.187
H -0.0473 0.8215 -3.9430 0.2 -0.6 0.0 0.165
C 2.4528 -1.2224 -5.1008 0.1 0.7 -0.2 -0.693
C -3.2716 1.2010 1.7500 0.5 -0.1 -0.2 -0.566
H -0.3212 3.8044 1.9134 0.3 0.0 -0.1 0.467
Te -2.9512 1.0852 -2.2924 0.2 0.5 -0.5 0.378
H 4.7292 -1.8116 5.6057 0.0 0.1 0.3 0.423
C 0.2714 2.7481 0.1183 0.6 0.9 0.8 1.133
C -1.8398 3.9377 -2.9161 0.3 -0.1 -0.3 0.032
H 1.2592 0.3697 -5.9856 0.2 -0.2 0.4 0.426
C -1.2067 0.7479 -1.2388 1.1 -2.4 0.9 -1.394
H 5.3263 -0.2709 1.3139 -0.4 0.4 -0.1 0.444
C 1.9838 -0.7544 0.9900 -2.8 -0.4 0.7 -0.259
H 1.5077 5.4554 1.8423 0.1 -0.5 -0.5 0.372
C 3.8083 -2.1142 -0.0365 1.4 -0.1 0.7 -1.983
C -2.4592 3.9311 -5.5854 -0.1 -0.8 -0.6 -0.296
C 2.3907 4.6500 0.0253 -0.2 -0.4 -0.8 -0.795
C 0.6850 -0.0031 -3.9411 0.4 1.0 -0.1 0.012
H 4.1335 -0.3934 3.6573 0.3 -0.1 0.3 0.334
H -2.0837 -0.0175 5.7508 0.0 0.0 -0.6 0.508
H 3.0223 -1.4090 -6.0545 -0.5 0.2 1.4 0.349
C 2.1362 3.7698 -1.0436 0.7 0.1 0.2 -0.490
H 1.0365 2.1015 -1.7926 -0.1 -0.2 -0.2 0.407
C -1.5624 -2.0200 -2.0354 -0.9 -0.8 -0.1 0.248
H 1.9453 -2.4274 -1.9483 0.2 0.1 -0.2 0.842
C -4.3135 1.7239 2.4892 -0.7 -0.5 0.2 -0.523
H -3.0581 -2.2695 5.9124 0.1 -0.2 -0.1 0.461
C -4.5296 3.1103 2.5690 -0.4 -1.0 0.3 -0.673
N -0.6171 -1.4374 3.0288 -1.2 -0.1 1.9 0.155
H 3.5630 -2.6745 -3.8756 -1.6 1.1 -0.1 0.306
C -1.9812 -3.0457 4.1701 0.0 0.0 -0.2 -0.639
H -0.6975 -2.4111 -4.0199 -0.3 -0.1 0.8 0.126
H -2.8978 1.8601 -5.3860 -0.3 0.0 0.2 0.371
C -2.3233 2.7464 -3.4980 -0.2 0.8 0.4 0.169
N -1.9567 5.0043 -5.0448 0.2 2.0 -0.4 -0.588
C 3.4627 -2.0478 2.4867 -0.8 0.6 -0.2 0.224
H 3.9389 0.6281 2.1276 0.7 -0.4 -1.3 0.453
C -1.6514 5.0511 -3.7640 0.0 -1.1 1.1 -0.664
H 2.8134 3.8005 -1.8950 -0.2 -0.1 0.1 0.447
O -0.5995 -4.8537 2.1485 -0.2 1.2 -0.2 -0.557
H -4.5051 -4.2277 -3.3828 -0.1 -0.1 0.3 0.423
H -4.9845 1.0077 3.0043 0.3 0.7 -0.3 0.413
C 2.6889 -1.9245 -3.9088 2.0 -1.7 -1.1 -0.403
C -2.3828 2.0650 1.0927 0.0 0.6 0.4 0.582
H 4.9129 -2.2697 0.1301 -1.0 0.0 -0.4 0.406
P -0.8361 1.3360 0.3970 -1.7 1.7 -2.7 1.337
C 4.2730 0.0410 1.2113 -0.7 -0.2 1.5 -1.795
C -2.5100 -3.5099 -3.7622 -0.6 0.5 1.2 -0.746
C 3.6988 -3.5270 4.8497 -0.1 -0.8 -0.1 -0.422
H -2.6868 -1.8339 -0.1733 -0.3 -0.3 -0.4 0.059
C -0.9719 -0.4844 3.9319 -0.4 -0.5 0.1 0.452
C 1.8776 -1.7749 -2.8152 -0.6 0.8 0.5 -1.253
H -5.3982 3.4395 3.1290 0.2 0.2 0.1 0.409
O -0.2691 -2.8913 0.9815 -0.5 -0.7 1.0 -0.678
H -3.8455 5.0464 1.9474 -0.1 0.1 -0.1 0.471
P -0.3076 -0.8745 -1.4594 -1.1 2.5 0.3 1.770
H -1.2570 5.9917 -3.3662 -0.1 -0.3 -0.2 0.358
H 3.6638 -1.6473 -1.0186 0.0 -0.1 0.4 0.481
H -1.5371 3.9673 -1.8524 -0.4 0.1 -0.7 0.477
C 3.9082 -1.4472 3.6696 0.6 -0.7 -0.8 -0.468
C 1.4785 -0.2111 -5.0805 -0.3 -0.4 -0.2 -0.575
C 1.1342 2.8169 -0.9957 -0.2 0.0 0.6 -0.603
H -3.1437 0.1038 1.6485 -0.1 0.6 0.2 0.306
H 3.3548 -3.1106 0.0110 -0.1 0.3 -0.3 0.423
C -1.5179 -2.6096 -3.3045 0.2 -0.7 -0.7 -0.288
C -1.8572 -0.7491 4.9737 0.2 -1.4 0.5 -0.688
C -3.7077 3.9789 1.8895 0.6 -0.5 -0.7 -0.869
C 1.4631 4.6937 1.0446 -1.1 -0.2 0.9 -0.746
C 4.1846 -2.2401 4.7841 -0.6 0.6 -0.1 -0.969
H 3.8293 -4.1409 5.7444 0.1 0.3 -0.3 0.409
C -2.6685 -2.2878 -1.1739 0.6 -0.4 -1.8 -0.238
C -3.7103 -3.0733 -1.6981 -0.1 0.3 0.8 -0.659
H -4.5503 -3.2469 -1.0154 0.1 0.0 -0.5 0.382
C -2.6644 3.4514 1.1042 0.4 -0.3 0.1 -0.334
H 3.3037 5.2575 -0.0185 -0.7 0.0 0.2 0.417
H 2.4454 -3.7364 1.6623 0.3 -0.3 0.5 0.233
C -2.3535 -2.0716 5.1124 0.6 1.0 -0.9 -0.505
H -2.0343 4.1368 0.5199 -0.3 -0.4 0.4 0.423
C -3.6817 -3.6522 -2.9841 1.5 0.4 0.1 -0.715
```
Positions in Å, forces in eV/Å.

Its charge is +1. Its HOMO energy is -9.7736 eV. For the gap between HOMO and LUMO, the calculation gives 5.47 eV.



We obtain E values of -323.50943; -1558.71113; -287.70842; -5617.74837 Eh for the records listed above, in that order.
We obtain energy above the lowest of the compared OMol25 structures with the same formula, charge and spin values of 170.4; 97.2; 77.8; 0.0 kcal per mole for the records listed above, in that order.